[1]
The following is a quantum chemistry calculation of 2 unconnected molecules or ions with the total composition C5H14 at a distorted geometry, from the Open Molecules 2025 dataset.

Properties
HOMO level ... -11.10 eV
Charge ... 0
SMILES string ... CCC.CC

Each line ends with the Löwdin charge.
Positions of all 19 atoms, in Å:
H -1.607 -0.791 -1.617  0.072
H -0.678 0.672 -1.115  0.057
H -0.631 -0.096 1.352  0.046
H 2.632 -0.511 -1.767  0.067
C -0.106 0.103 2.301  -0.170
H -2.130 0.541 2.908  0.062
H -0.993 1.654 3.604  0.062
C -0.786 -0.101 -1.864  -0.131
C 0.508 -0.851 -2.094  -0.332
H 1.514 0.912 -1.487  0.057
H 0.585 0.864 1.949  0.061
H 0.310 -0.866 2.551  0.061
H 0.701 -1.621 -1.345  0.092
H 0.495 -1.400 -3.046  0.100
H -1.092 0.097 4.289  0.056
H -1.215 0.277 -2.785  0.066
H 1.857 0.484 -3.076  0.070
C -1.117 0.597 3.325  -0.175
C 1.752 0.036 -2.083  -0.122

Forces on the atoms, in the same order (eV/Å):
0.350 0.036 0.638
-0.175 0.174 0.134
-0.125 -0.114 0.261
0.193 0.280 -0.021
-0.941 -0.087 -1.295
0.118 -0.178 0.325
0.188 -0.180 -0.333
-0.899 -1.040 -0.482
0.844 -0.704 -0.172
0.518 -0.015 0.687
0.633 -0.176 0.659
0.625 0.199 0.209
-0.501 -0.005 0.238
-0.241 0.075 0.171
0.014 -0.421 -0.106
0.467 0.770 -0.292
0.506 -0.252 -0.056
-0.506 0.950 0.262
-1.070 0.689 -0.828

[2]
The following is a quantum chemistry calculation of 2 unconnected molecules or ions with the total composition C5H14 at a distorted geometry, from the Open Molecules 2025 dataset.

Properties
HOMO level ... -11.18 eV
Charge ... 0
SMILES string ... CCC.CC

Each line ends with the Löwdin charge.
Positions of all 19 atoms, in Å:
H -1.208 -2.228 -0.756  0.072
H 1.090 -0.776 -2.007  0.090
H -0.228 0.945 1.125  0.026
H 1.120 2.180 1.437  0.059
H 0.047 -1.843 -2.729  0.095
H 1.967 0.340 2.977  0.057
H 0.379 -1.649 0.026  0.063
C 0.026 -1.024 -1.999  -0.324
H -0.320 0.514 -3.504  0.066
C -0.477 -1.439 -0.602  -0.109
H -0.394 2.197 2.272  0.056
H -0.681 1.050 -1.898  0.064
C 0.894 0.440 2.835  -0.146
H -0.988 -0.572 -0.198  0.042
H 0.530 -0.541 2.564  0.043
C 0.351 1.528 1.841  -0.148
H -1.795 -0.107 -2.574  0.072
H 0.428 0.807 3.746  0.053
C -0.741 0.180 -2.557  -0.130

Forces on the atoms, in the same order (eV/Å):
0.156 -0.298 0.642
0.090 0.253 0.508
0.402 0.568 -0.742
0.018 -0.288 -0.487
-0.606 -0.075 0.207
0.056 0.449 -0.192
-0.208 -0.616 0.330
0.807 0.482 -0.459
-0.452 -0.209 -0.280
0.177 0.655 -1.382
0.151 -0.113 0.486
0.136 -0.159 0.204
-0.788 1.450 0.120
-0.157 -0.015 0.320
-0.268 -0.175 0.108
0.098 -0.958 0.047
-0.055 0.294 -0.613
0.349 -0.890 0.675
0.094 -0.353 0.508

[3]
The following is a quantum chemistry calculation of 2 unconnected molecules or ions with the total composition C5H14 at a distorted geometry, from the Open Molecules 2025 dataset.

Properties
HOMO level ... -11.33 eV
Charge ... 0
SMILES string ... CCC.CC

Each line ends with the Löwdin charge.
Positions of all 19 atoms, in Å:
H 2.705 0.171 -0.940  0.069
H 2.527 0.916 1.427  0.062
C -1.727 -0.693 0.531  -0.106
H 3.888 0.003 1.441  0.058
H -1.495 -0.604 -1.675  0.099
H -0.789 -0.901 1.051  0.052
H -3.573 0.874 -0.975  0.073
C 2.835 -0.123 1.239  -0.175
C 2.493 -0.570 -0.156  -0.170
H -2.450 1.718 -1.897  0.065
H -2.349 1.926 -0.209  0.066
C -1.484 0.065 -0.811  -0.306
C -2.520 1.164 -0.953  -0.147
H -0.516 0.534 -0.750  0.075
H -2.156 -1.662 0.287  0.065
H 1.477 -0.791 -0.393  0.031
H 3.167 -1.376 -0.453  0.064
H 2.295 -0.591 2.057  0.061
H -2.327 -0.060 1.181  0.064

Forces on the atoms, in the same order (eV/Å):
0.270 0.367 0.497
-0.300 0.070 -0.466
0.798 0.008 -0.958
0.478 -0.806 0.002
0.057 -0.025 0.166
-0.013 0.037 -0.059
0.107 -0.445 0.551
-0.938 2.046 0.675
1.416 0.232 -1.170
0.415 -0.151 -0.118
-0.219 0.136 0.552
-0.636 -0.126 0.816
-0.167 0.719 -1.251
0.448 0.184 -0.257
-0.507 0.048 0.468
-0.836 -0.640 0.489
-0.450 -0.447 0.059
0.345 -0.833 -0.088
-0.269 -0.375 0.093

[4]
The following is a quantum chemistry calculation of 2 unconnected molecules or ions with the total composition C5H14 at a distorted geometry, from the Open Molecules 2025 dataset.

Properties
HOMO level ... -11.31 eV
Charge ... 0
SMILES string ... CCC.CC

Each line ends with the Löwdin charge.
Positions of all 19 atoms, in Å:
H 1.763 -1.106 -0.116  0.068
H 0.396 -3.260 1.452  0.092
C 0.706 -2.225 1.299  -0.327
H -1.275 -1.680 0.763  0.072
H 2.275 -2.802 -0.063  0.063
H -0.820 -1.277 2.502  0.066
H -0.486 2.143 0.307  0.059
C -0.522 -1.298 1.463  -0.115
H -0.253 -0.348 1.001  0.042
H -1.065 1.070 -0.803  0.052
H -1.139 3.070 -2.523  0.065
H 0.717 -2.163 -0.903  0.067
H 1.393 -1.886 2.078  0.094
H -0.122 3.899 -1.476  0.063
C 1.412 -2.151 -0.069  -0.121
H -2.044 2.504 -0.318  0.068
C -1.065 2.151 -0.627  -0.189
H 0.516 2.489 -2.219  0.064
C -0.387 2.868 -1.749  -0.183

Forces on the atoms, in the same order (eV/Å):
0.402 -0.290 -0.140
0.111 -0.010 0.456
-0.381 0.138 -0.083
-0.456 0.007 0.601
-0.047 -0.316 -0.611
-0.383 0.340 -0.030
0.179 0.506 -0.115
0.892 -0.982 -1.935
-0.059 0.453 0.711
-0.675 0.053 -0.365
0.297 -0.409 -0.249
0.045 -0.924 -0.188
0.309 -0.573 -0.026
0.064 -0.163 0.313
-0.433 2.151 1.258
-0.161 0.085 -0.524
1.161 -1.570 1.447
-0.108 -0.705 0.261
-0.758 2.209 -0.782

[5]
The following is a quantum chemistry calculation of 2 unconnected molecules or ions with the total composition C5H14 at a distorted geometry, from the Open Molecules 2025 dataset.

Properties
HOMO level ... -11.04 eV
Charge ... 0
SMILES string ... CCC.CC

Each line ends with the Löwdin charge.
Positions of all 19 atoms, in Å:
H -0.812 1.148 2.253  0.064
H -0.996 -1.217 -1.726  0.093
C -0.653 0.406 1.493  -0.120
H -1.167 0.779 0.587  0.050
C 0.892 0.188 1.371  -0.308
H -0.438 1.441 -2.995  0.069
H 1.352 1.222 1.415  0.119
H 0.392 -1.446 2.711  0.083
C 1.294 -0.840 2.400  -0.141
H 0.204 -0.194 -3.720  0.092
H -2.082 -0.128 -2.795  0.093
H -1.173 -0.483 1.666  0.042
H 1.543 -0.334 3.252  0.018
H 1.088 -0.272 0.405  0.075
H 0.868 0.785 -2.170  0.093
C -1.161 -0.186 -2.167  -0.240
H -1.378 0.185 -1.215  0.000
C -0.034 0.433 -2.801  -0.207
H 2.259 -1.486 2.037  0.127

Forces on the atoms, in the same order (eV/Å):
-0.454 0.106 0.636
-0.077 0.287 -1.507
1.029 1.554 -1.430
0.706 0.267 0.268
-1.646 0.407 -1.084
0.430 -0.209 -1.164
0.015 -1.442 0.102
1.272 0.072 -0.725
1.133 -2.252 -1.651
0.347 1.453 0.929
0.699 -0.396 0.512
-0.630 -1.498 0.792
1.059 1.070 2.528
0.094 0.432 -0.346
-1.129 -1.574 -0.775
-1.919 -3.340 1.796
-0.698 1.727 1.213
2.334 1.999 -1.156
-2.565 1.338 1.060

[6]
The following is a quantum chemistry calculation of 2 unconnected molecules or ions with the total composition C5H14 at a distorted geometry, from the Open Molecules 2025 dataset.

Properties
HOMO level ... -10.93 eV
Charge ... 0
SMILES string ... CCC.CC

Each line ends with the Löwdin charge.
Positions of all 19 atoms, in Å:
H -1.905 -0.929 -2.705  0.062
H 2.213 0.471 0.639  0.067
H 0.156 2.660 1.569  0.093
H -0.511 -0.779 -0.485  0.010
H -1.435 0.964 2.007  0.073
H 0.397 -1.958 -1.018  0.069
H -0.675 -0.222 1.003  0.021
H -1.527 -2.608 -2.816  0.060
H -0.011 0.085 2.563  0.076
H 2.404 2.276 0.574  0.066
H -0.229 -1.356 -3.175  0.063
C -1.088 -1.647 -2.577  -0.149
C 1.882 1.432 1.027  -0.119
H 2.223 1.429 2.072  0.069
C -0.663 -1.650 -1.113  -0.182
H -0.039 1.946 0.105  0.098
H -1.111 -2.408 -0.462  0.070
C -0.458 0.587 1.698  -0.123
C 0.378 1.707 1.095  -0.323

Forces on the atoms, in the same order (eV/Å):
0.196 0.063 -0.267
-0.350 0.071 -0.472
0.420 -0.005 0.697
-1.052 0.730 -0.944
0.025 0.013 0.081
-0.103 -0.405 -0.580
0.144 0.242 0.111
0.395 -0.255 -0.390
0.161 0.373 0.067
0.060 -0.279 -0.311
-0.269 -0.220 -0.411
-0.627 0.961 1.206
-0.078 0.685 1.355
0.129 -0.054 -0.096
2.107 -1.298 1.177
0.242 -0.473 -0.170
-0.612 0.212 -0.308
-0.361 -0.224 0.361
-0.428 -0.138 -1.106